(1)
This record from OMol25 describes the molecule C3H5NOS2 in a non-equilibrium geometry. The level of theory is ωB97M-V with the def2-TZVPD basis set.

Cartesian coordinates (Å):
C (0.948, 1.463, 0.005)
C (-1.252, -0.232, -0.572)
C (-0.452, -1.674, -0.369)
H (0.707, -0.232, 1.007)
H (2.094, 0.851, 1.611)
H (-2.205, -0.330, -1.274)
H (-1.663, -0.094, 0.441)
H (-1.197, -2.649, -0.871)
N (1.441, 0.615, 0.753)
O (0.332, -1.959, 0.404)
S (1.662, 2.980, -0.067)
S (-0.413, 1.261, -1.068)

**E**: -1043.58377 Ha
**Molar mass**: 135.21 Da
**HOMO energy**: -8.10 eV
**Strongest force on any atom**: 10.7 eV/A
**SMILES**: NC(=S)SCC=O
**ΔE to the lowest compared entry with this formula, charge and spin**: 2.870 eV
**Kohn-Sham gap**: 8.244 eV



(2)
This record from OMol25 describes a cluster of 2 separate species, H4O2 in total in a non-equilibrium geometry. The level of theory is ωB97M-V with the def2-TZVPD basis set.

Cartesian coordinates (Å):
H (0.310, 0.694, -1.497)
H (-0.206, -0.558, -1.212)
H (0.523, 0.130, 2.111)
H (-0.683, -0.223, 1.351)
O (-0.206, 0.049, -1.968)
O (0.263, -0.092, 1.215)

**E**: -152.86699 Ha
**Molar mass**: 36.03 Da
**HOMO energy**: -11.26 eV
**Strongest force on any atom**: 1.4 eV/A
**SMILES**: O.O
**ΔE to the lowest compared entry with this formula, charge and spin**: 0.216 eV
**Kohn-Sham gap**: 11.846 eV



(3)
This record from OMol25 describes a cluster of 6 separate species, C32H66I2N3O8 in total in a non-equilibrium geometry. The level of theory is ωB97M-V with the def2-TZVPD basis set.

Cartesian coordinates (Å):
C (-4.280, 6.835, 0.639)
C (-4.958, 5.804, -0.210)
O (-4.397, 5.271, -1.144)
N (-6.275, 5.477, 0.101)
C (-6.526, 4.786, 1.362)
C (-5.607, 3.577, 1.663)
C (-4.716, 3.892, 2.863)
C (-3.614, 2.879, 3.278)
C (-3.264, 1.770, 2.347)
C (-4.136, 0.726, 2.115)
C (-3.768, -0.341, 1.284)
I (-5.159, -1.843, 0.973)
N (-2.550, -0.344, 0.732)
C (-2.054, -1.479, -0.109)
C (-0.554, -1.446, -0.356)
C (-0.176, -1.002, -1.778)
C (1.241, -1.454, -2.124)
C (2.276, -0.470, -1.624)
O (2.081, 0.779, -2.345)
C (3.070, 1.036, -3.248)
C (3.876, 2.254, -2.934)
O (3.230, 0.355, -4.212)
N (-1.695, 0.650, 0.897)
C (-2.025, 1.664, 1.665)
I (-0.492, 3.073, 1.839)
H (-4.242, 7.768, 0.090)
H (-3.270, 6.493, 0.826)
H (-4.807, 6.983, 1.575)
H (-6.669, 4.977, -0.684)
H (-6.451, 5.492, 2.184)
H (-7.550, 4.439, 1.330)
H (-5.042, 3.269, 0.786)
H (-6.246, 2.732, 1.922)
H (-4.228, 4.843, 2.680)
H (-5.371, 4.015, 3.718)
H (-3.898, 2.418, 4.221)
H (-2.720, 3.444, 3.491)
H (-5.105, 0.699, 2.585)
H (-2.591, -1.405, -1.047)
H (-2.320, -2.406, 0.381)
H (-0.221, -2.468, -0.290)
H (0.007, -0.900, 0.394)
H (-0.873, -1.486, -2.455)
H (-0.199, 0.080, -1.875)
H (1.357, -1.529, -3.201)
H (1.434, -2.444, -1.716)
H (3.269, -0.847, -1.833)
H (2.141, -0.274, -0.565)
H (4.818, 2.214, -3.460)
H (3.302, 3.128, -3.227)
H (4.031, 2.307, -1.863)
C (5.884, -2.953, -3.205)
C (6.066, -2.660, -1.724)
C (6.974, -3.681, -1.055)
O (4.794, -2.622, -1.066)
H (5.420, -3.933, -3.343)
H (5.231, -2.211, -3.668)
H (6.840, -2.949, -3.729)
H (6.487, -1.661, -1.599)
H (6.541, -4.682, -1.134)
H (7.093, -3.454, 0.005)
H (7.960, -3.698, -1.520)
H (4.390, -3.491, -1.158)
C (-3.550, 2.951, -2.952)
C (-3.506, 1.806, -3.946)
C (-3.988, 2.229, -5.323)
O (-4.286, 0.706, -3.458)
H (-4.573, 3.312, -2.835)
H (-3.208, 2.620, -1.968)
H (-2.930, 3.790, -3.264)
H (-2.488, 1.426, -4.021)
H (-5.026, 2.570, -5.276)
H (-3.947, 1.391, -6.018)
H (-3.379, 3.041, -5.721)
H (-5.198, 1.009, -3.394)
C (-1.148, -5.488, 2.048)
C (-1.121, -5.825, 0.564)
C (-0.537, -7.205, 0.313)
O (-0.384, -4.832, -0.154)
H (-0.134, -5.482, 2.456)
H (-1.571, -4.495, 2.211)
H (-1.739, -6.214, 2.608)
H (-2.134, -5.781, 0.161)
H (0.496, -7.250, 0.671)
H (-0.526, -7.428, -0.754)
H (-1.110, -7.978, 0.824)
H (0.520, -4.837, 0.176)
C (4.235, 2.729, 3.074)
C (4.154, 1.486, 2.201)
C (4.029, 1.836, 0.727)
O (3.058, 0.663, 2.605)
H (3.325, 3.329, 2.965)
H (4.324, 2.454, 4.124)
H (5.088, 3.350, 2.802)
H (5.045, 0.877, 2.354)
H (3.113, 2.407, 0.546)
H (3.974, 0.928, 0.126)
H (4.877, 2.431, 0.386)
H (2.251, 1.176, 2.490)
C (4.297, -2.572, 2.134)
C (2.799, -2.354, 2.239)
C (2.230, -2.822, 3.568)
O (2.136, -3.036, 1.159)
H (4.537, -3.639, 2.201)
H (4.651, -2.213, 1.169)
H (4.834, -2.052, 2.929)
H (2.583, -1.294, 2.106)
H (2.401, -3.895, 3.701)
H (1.151, -2.653, 3.608)
H (2.695, -2.296, 4.402)
H (2.321, -3.974, 1.280)

**E**: -2620.19798 Ha
**Molar mass**: 874.70 Da
**HOMO energy**: -11.76 eV
**Net charge**: +1
**Strongest force on any atom**: 1.0 eV/A
**Kohn-Sham gap**: 7.613 eV